one | The ion C5H8NO with charge +1, computed with ωB97M-V/def2-TZVPD.

## Properties
Gap between HOMO and LUMO (spin up / spin down), eV: 8.749 / 8.749
Net charge: +1

Last column: Mulliken charge in e.
Geometry (Å):
C -1.6440 0.3386 -0.7329  0.504
C -1.2047 -0.9457 -0.2260  -0.466
C 1.1639 1.1123 -0.0900  -0.420
C 1.2404 -0.4482 -0.0659  -0.586
C -0.0685 0.9953 0.7341  -0.496
N -0.0761 -0.5684 0.6482  0.043
O -2.3102 0.9004 -1.4771  -0.247
H -2.0565 -1.6050 0.1502  0.350
H -1.0447 -1.6769 -1.0383  0.323
H 1.8601 1.7013 0.6686  0.239
H 1.0802 1.4950 -1.0170  0.322
H 1.2037 -0.8074 -1.1460  0.269
H 2.1195 -0.8526 0.3869  0.376
H -0.4286 1.5274 1.6517  0.347
H 0.1656 -1.1660 1.5535  0.442

=====

two | A cluster of 2 separate species, C5H8NO in total, computed with ωB97M-V/def2-TZVPD.

## Properties
Gap between HOMO and LUMO, eV: 8.913
Net charge: +1

Last column: Mulliken charge in e.
Geometry (Å):
C -0.0993 -1.9172 0.3069  -0.480
C 0.5164 0.1774 -0.5467  -0.153
C -1.1295 -2.4473 -0.0924  -0.209
C 1.9802 -0.2025 -0.5397  -0.159
C -1.1969 1.6618 0.2715  -0.808
N 0.0705 0.9913 0.3285  -0.016
O 2.6790 0.2118 0.3865  -0.405
H 0.8250 -1.7577 0.8457  0.490
H 0.0021 0.0586 -1.5008  0.460
H -2.0488 -2.9137 -0.3473  0.431
H 2.2652 -0.9126 -1.2036  0.493
H -1.6222 1.6230 -0.7284  0.318
H -1.8514 1.3441 1.2552  0.300
H -1.0198 2.8024 0.3525  0.349
H 0.6295 1.2807 1.2118  0.388

=====

Stability ranking, top entry: two; the second entry is 10.3 kcal/mol less favorable.

=====

one | The ion C5H8NO with charge +1, computed with ωB97M-V/def2-TZVPD.

## Properties
Structure (SMILES): C=C1[NH+]=C(O)[C@H]1C
Gap between HOMO and LUMO, eV: 9.645
Net charge: +1

Last column: Mulliken charge in e.
Geometry (Å):
C -0.5344 1.6712 1.5039  -0.910
C -0.0123 0.8738 0.4934  0.277
N 1.2593 0.3841 0.2084  -0.059
C 1.0191 -0.3058 -0.8670  0.253
O 1.7395 -1.1836 -1.4232  -0.400
C -0.6180 0.0478 -0.7036  0.326
C -1.1347 -1.2909 -0.3267  -1.296
H 0.1273 2.2307 2.1453  0.271
H -1.4742 2.1101 1.5577  0.334
H 2.1992 0.7243 0.6590  0.323
H 2.7304 -1.1904 -1.4141  0.406
H -1.5726 0.7546 -1.3033  0.353
H -0.4212 -1.7844 0.3222  0.367
H -1.3187 -1.9427 -1.1223  0.353
H -1.9886 -1.0988 0.2702  0.401

=====

two | The ion C5H8NO with charge +1, computed with ωB97M-V/def2-TZVPD.

## Properties
Gap between HOMO and LUMO, eV: 7.850
Net charge: +1

Last column: Mulliken charge in e.
Geometry (Å):
C 1.5975 0.8917 0.0343  -0.453
C 0.2068 1.6782 -0.0941  -0.347
C 2.0786 -0.2562 -0.1426  0.619
C -1.0607 0.8744 -0.0388  -0.242
C -1.7693 -1.5580 -0.0244  -0.756
N -0.8283 -0.3748 -0.0971  -0.320
O 2.1779 -1.5074 -0.2249  -0.324
H 2.2378 1.7848 -0.1888  0.298
H 0.3406 1.9717 0.9984  0.298
H -1.8476 1.5219 -0.2922  0.393
H 0.3299 2.6398 -0.4648  0.555
H -1.0893 -2.4172 -0.3665  0.225
H -2.6068 -1.5516 -0.6969  0.312
H -2.1153 -1.6497 1.0314  0.316
H 2.3484 -2.0477 0.5671  0.425

=====

three | The ion C5H8NO with charge +1, computed with ωB97M-V/def2-TZVPD.

## Properties
Gap between HOMO and LUMO (spin up / spin down), eV: 9.280 / 7.108
Net charge: +1

Last column: Mulliken charge in e.
Geometry (Å):
C 1.2403 -0.9754 -0.6579  -0.317
C -0.8532 -0.3757 0.9089  -0.324
C -0.0523 -1.9120 -0.8876  -0.337
C -0.8937 -1.5328 -0.0193  -0.071
C -0.3452 2.1039 0.2285  -0.815
N 0.0542 0.7531 0.4806  0.191
O 0.8685 0.3367 -0.5734  -0.179
H 1.8682 -1.0629 -1.5458  0.364
H 1.7162 -1.3823 0.2379  0.308
H -1.8379 0.0646 1.0935  0.407
H -0.4766 -0.7263 1.8805  0.307
H -0.0569 -2.6775 -1.6346  0.428
H 0.5436 2.6108 -0.1538  0.322
H -0.6431 2.5702 1.1660  0.366
H -1.1320 2.2055 -0.5236  0.350

=====

Stability ranking, top entry: one; the second entry is 42.6 kcal/mol less favorable.

=====

one | A cluster of 2 separate species, C2H5FIN in total, computed with ωB97M-V/def2-TZVPD.

## Properties
Gap between HOMO and LUMO, eV: 8.789
Net charge: 0

Last column: Mulliken charge in e.
Geometry (Å):
C 0.8618 -0.8899 -0.3619  -0.709
C -0.7561 0.7968 0.3713  -0.108
N 0.4335 0.4495 -0.2141  -0.152
F -1.2382 2.0234 -0.0807  -0.229
I -2.2715 -0.6309 0.3599  0.051
H 1.4352 -1.3253 0.4236  0.246
H -0.0908 -1.4625 -0.4889  0.202
H 1.4763 -0.9534 -1.3685  0.262
H -0.6505 0.8036 2.0755  0.208
H 0.8003 1.1888 -0.7162  0.231

=====

two | An isolated molecule of C2H5FIN, computed with ωB97M-V/def2-TZVPD.

## Properties
Structure (SMILES): CCN(F)I
Gap between HOMO and LUMO, eV: 8.542
Net charge: 0

Last column: Mulliken charge in e.
Geometry (Å):
C 0.6471 -0.8496 0.7082  -1.119
C -0.4296 -0.1256 -0.2217  -0.098
N -0.2997 1.2466 -0.0737  -0.459
F 0.8860 1.7733 -0.5345  -0.123
I -1.8073 2.1230 -1.5123  0.082
H 1.0356 -0.2636 1.4979  0.376
H 0.2451 -1.7898 1.1604  0.330
H 1.3842 -1.1560 -0.0046  0.258
H -0.2672 -0.3396 -1.2558  0.475
H -1.3943 -0.6188 0.2363  0.278

=====

Stability ranking, top entry: one; the second entry is 9.9 kcal/mol less favorable.